(1)
C45H54FN7O3P2S5Sn as an isolated structure. Source: the OMol25 dataset; level of theory: the ωB97M-V functional and the def2-TZVPD basis.

Atoms and positions in Å:
Sn: 0.9046 -0.6438 1.9305
N: 0.0289 -0.1887 4.0587
C: -0.7273 1.0993 3.8839
C: -1.7089 1.4379 5.0948
C: -3.3315 1.5153 4.9523
C: -3.9250 2.7416 4.2615
N: -3.4327 3.8595 5.0280
C: -2.4386 4.6652 4.6415
N: -1.7679 4.4313 3.5521
N: -2.1696 5.7008 5.4205
C: -1.3611 1.1346 2.5030
O: -2.0696 2.0949 2.1114
O: -1.0664 0.1142 1.7212
H: -0.5878 -0.9353 4.3093
H: 0.8973 -0.0835 4.6296
H: 0.0337 1.9135 3.8511
H: -1.3973 2.4364 5.5131
H: -1.6478 0.6737 5.8421
H: -3.7392 1.6059 5.9827
H: -3.6914 0.5977 4.4675
H: -4.9837 2.8173 4.4242
H: -3.6580 2.8161 3.2082
H: -4.1019 4.2240 5.6752
H: -1.8496 3.4696 3.0931
H: -1.1993 5.2135 3.1940
H: -2.7361 5.8812 6.2091
H: -1.3511 6.2724 5.3993
C: -1.7604 0.4398 -3.5913
N: -0.4364 0.7313 -3.0077
P: 0.2640 -0.4214 -1.8266
C: 1.6978 -1.2835 -2.6894
C: 1.8332 -1.5389 -4.0463
C: 2.9309 -2.2984 -4.5658
C: 3.7836 -2.8048 -3.6211
C: 3.5849 -2.6817 -2.2729
C: 2.5319 -1.9189 -1.7612
C: -0.9574 -1.8283 -1.9493
C: -1.0035 -2.7964 -2.8934
C: -2.0145 -3.8062 -2.8675
C: -2.8917 -3.8457 -1.7633
C: -2.7114 -2.9649 -0.6532
C: -1.7944 -1.9878 -0.7832
P: 0.1683 2.2618 -3.1880
C: -0.0318 2.7469 -4.9018
C: -0.7851 3.8399 -5.2575
C: -0.7002 4.2591 -6.5505
C: 0.0073 3.4576 -7.5583
C: 0.7136 2.3272 -7.1152
C: 0.6888 1.9569 -5.8042
C: 1.8946 2.4269 -2.6233
C: 2.7698 3.1574 -3.4290
C: 3.9831 3.5997 -2.9262
C: 4.4369 3.0685 -1.7440
C: 3.6532 2.2820 -0.9530
C: 2.3572 1.9580 -1.3785
H: -2.4596 0.1682 -2.7166
H: -1.7106 -0.3229 -4.3611
H: -2.2378 1.3569 -4.1134
H: 1.1019 -1.0439 -4.6874
H: 3.0578 -2.3249 -5.6280
H: 4.6453 -3.3488 -3.9004
H: 4.3339 -3.0645 -1.5828
H: 2.2836 -1.7892 -0.6947
H: -0.3178 -2.7871 -3.7579
H: -2.1519 -4.5336 -3.6205
H: -3.7377 -4.5980 -1.7340
H: -3.3701 -2.9489 0.2086
H: -1.7544 -1.2175 -0.0695
H: -1.3103 4.4577 -4.5620
H: -1.0715 5.2383 -6.9570
H: 0.0555 3.9612 -8.5404
H: 1.1556 1.7464 -7.9010
H: 1.1869 1.0904 -5.5652
H: 2.5000 3.5494 -4.4015
H: 4.6322 4.1479 -3.5472
H: 5.4494 3.2432 -1.3471
H: 4.0810 1.9500 -0.0243
H: 1.6774 1.5488 -0.6803
F: 1.5519 1.1872 2.1067
C: 2.1947 4.3697 1.7825
S: 0.5971 4.1837 0.8444
C: 0.9447 5.0394 -0.6908
C: 0.2931 4.9190 -1.8713
S: -0.9083 3.6255 -2.0323
S: 0.7031 6.1572 -3.1650
C: 1.9598 6.9083 -2.2045
S: 2.9440 8.0643 -2.7392
S: 2.1014 6.2726 -0.5582
H: 2.1651 3.5304 2.4884
H: 2.3620 5.3558 2.2310
H: 3.0043 4.2081 1.0857
C: -1.0719 -7.2921 1.7251
C: -0.0180 -6.6224 2.5964
N: 0.8315 -5.6632 1.8291
C: 1.8921 -6.1289 0.9100
C: 1.4312 -5.9492 -0.5326
C: 0.5917 -4.3993 1.9800
O: 1.1226 -3.5086 1.3024
C: -0.4069 -3.9253 2.9657
C: -1.7482 -3.8992 2.7426
C: -2.6122 -3.5583 3.7325
C: -2.0081 -3.0950 4.9169
N: -0.6904 -3.0962 5.1855
C: 0.0820 -3.6522 4.2437
H: -1.5465 -8.0483 2.2921
H: -0.6599 -7.7450 0.8114
H: -1.9407 -6.6333 1.4530
H: 0.7640 -7.3307 2.9227
H: -0.4277 -6.0969 3.5286
H: 1.9987 -7.1574 1.1566
H: 2.8359 -5.6209 1.1237
H: 0.5524 -6.6107 -0.7298
H: 2.2519 -6.2636 -1.2391
H: 1.1467 -4.9513 -0.8981
H: -2.2272 -4.1941 1.7833
H: -3.6909 -3.5547 3.5996
H: -2.6690 -2.6853 5.6925
H: 1.1298 -3.8188 4.5768

Atoms 1-2, force components in eV/Å:
0.0 -1.1 -0.5
0.9 1.9 -0.4

Calculated values
- net charge = +2
- E_HOMO (hartree) = -0.4399
- LUMO energy (eV) = -4.2
- frontier orbital gap (eV) = 7.81



(2)
C45H55BrIrN7O3PS as an isolated structure. Source: the OMol25 dataset; level of theory: the ωB97M-V functional and the def2-TZVPD basis.

Atoms and positions in Å:
Ir: -0.1347 0.1513 -0.0894
C: -5.0251 -1.0502 3.5730
C: -4.3603 -0.6488 4.8903
C: -4.6162 -1.7884 5.8852
C: -5.0054 0.6557 5.3822
C: -2.8618 -0.4361 4.7564
C: -2.1357 -0.1484 5.9224
C: -0.7679 -0.0119 5.9093
C: -0.1112 -0.1319 4.6974
S: 1.5956 -0.1032 4.4039
C: 1.2568 -0.3296 2.7024
N: -0.0041 -0.3949 2.3857
C: -0.8127 -0.3391 3.4915
C: -2.1941 -0.5224 3.5467
C: 2.3343 -0.3766 1.7510
C: 3.6244 -0.6693 2.2057
C: 4.6798 -0.7276 1.3244
C: 4.4445 -0.4678 -0.0152
C: 3.1703 -0.1458 -0.4562
C: 2.0704 -0.0997 0.3963
H: -6.0957 -1.1646 3.7309
H: -4.6282 -1.9968 3.2146
H: -4.8721 -0.2895 2.8154
H: -5.6848 -1.9139 6.0430
H: -4.1508 -1.6033 6.8473
H: -4.2123 -2.7174 5.4871
H: -6.0878 0.5516 5.4170
H: -4.7579 1.4784 4.7128
H: -4.6622 0.9206 6.3775
H: -2.6513 -0.0437 6.8634
H: -0.2168 0.1801 6.8158
H: -2.7049 -0.7558 2.6289
H: 3.7831 -0.8590 3.2572
H: 5.6747 -0.9562 1.6744
H: 5.2535 -0.5024 -0.7279
H: 3.0649 0.1213 -1.4951
C: 2.7337 3.1267 -0.2791
C: 1.6514 3.6666 -1.2144
C: 1.7126 2.9508 -2.5612
C: 1.9228 5.1607 -1.3820
P: 0.0107 3.1231 -0.4014
C: 0.1900 3.8924 1.2466
C: 0.0946 5.2549 1.5190
C: 0.3680 5.7286 2.7906
C: 0.7185 4.8550 3.8064
C: 0.7876 3.4956 3.5509
C: 0.5351 3.0258 2.2771
C: -1.4745 4.0302 -1.2081
C: -1.1751 5.3233 -1.9606
C: -2.5105 4.3379 -0.1242
C: -2.0518 3.0252 -2.2032
H: 3.6923 3.1155 -0.7942
H: 2.5061 2.1146 0.0436
H: 2.8274 3.7542 0.6045
H: 2.6953 3.0774 -3.0108
H: 0.9748 3.3514 -3.2544
H: 1.5207 1.8873 -2.4264
H: 2.9944 5.2869 -1.5327
H: 1.6582 5.7184 -0.4882
H: 1.4245 5.5938 -2.2414
H: -0.1953 5.9625 0.7576
H: 0.3091 6.7890 2.9892
H: 0.9336 5.2319 4.7938
H: 1.0399 2.8049 4.3414
H: 0.5897 1.9729 2.0433
H: -0.7050 6.0645 -1.3244
H: -2.1198 5.7414 -2.3080
H: -0.5535 5.1523 -2.8342
H: -2.2417 5.2256 0.4384
H: -2.6027 3.5175 0.5799
H: -3.4772 4.5215 -0.5910
H: -1.3226 2.7800 -2.9725
H: -2.9310 3.4429 -2.6899
H: -2.3263 2.1109 -1.6876
C: -2.5925 -0.0597 -3.3895
C: -1.1424 -0.3565 -3.4466
N: -0.2116 -0.2475 -2.5174
C: 0.9550 -0.6598 -3.1059
C: 0.7309 -0.9902 -4.4035
N: -0.6019 -0.7893 -4.6055
H: -2.8743 0.2212 -2.3854
H: -3.1531 -0.9475 -3.6758
H: -2.8383 0.7492 -4.0770
H: 1.8684 -0.7300 -2.5601
H: 1.3949 -1.3167 -5.1759
H: -1.1068 -0.9740 -5.4566
Br: 1.0296 -6.4184 3.0889
C: 0.4663 -6.0445 1.3151
C: 0.3057 -7.0749 0.3949
N: -0.0848 -6.8378 -0.8392
C: -0.3472 -5.6079 -1.2278
C: -0.2140 -4.5158 -0.3775
C: 0.2062 -4.7404 0.9248
C: -0.5632 -3.1107 -0.8591
O: -1.4352 -3.0328 -1.7348
O: 0.0773 -2.2045 -0.2970
H: 0.4916 -8.1075 0.6553
H: -0.6811 -5.4752 -2.2458
H: 0.3215 -3.9115 1.6061
C: -6.2308 -0.4534 -0.3760
N: -4.8364 -0.2152 -0.1202
C: -4.3527 1.0154 0.4646
C: -2.8533 0.7487 0.4728
O: -1.9574 1.4842 0.8857
N: -2.6133 -0.4207 -0.1209
C: -3.7815 -0.9772 -0.4785
N: -3.8265 -2.1236 -1.1183
H: -6.8092 -0.2059 0.5136
H: -6.3976 -1.5023 -0.6125
H: -6.5886 0.1640 -1.2047
H: -4.7675 1.1998 1.4578
H: -4.5742 1.8828 -0.1660
H: -2.9117 -2.5346 -1.4069
H: -4.6883 -2.5457 -1.4126

Atoms 1-2, force components in eV/Å:
3.0 -3.0 -0.8
0.2 0.1 0.2

Calculated values
- net charge = +1
- E_HOMO (alpha / beta) (hartree) = -0.3895 / -0.3891
- LUMO energy (alpha / beta) (eV) = -3.6 / -3.5
- frontier orbital gap (alpha / beta) (eV) = 7.01 / 7.12



(3)
C45H55ClHgN7O7Se2 as an isolated structure. Source: the OMol25 dataset; level of theory: the ωB97M-V functional and the def2-TZVPD basis.

Atoms and positions in Å:
Hg: 0.4792 -0.5040 0.9982
C: -1.5048 -3.7949 -3.5998
Se: -1.0759 -2.7649 -1.9689
C: -2.6951 -3.2931 -0.9897
C: -3.6344 -2.1382 -0.7106
Se: -3.0858 -0.8922 0.7397
C: -4.5445 0.3928 0.2498
H: -1.5021 -4.8582 -3.3653
H: -0.7294 -3.5726 -4.3306
H: -2.4761 -3.4927 -3.9859
H: -2.3572 -3.7379 -0.0576
H: -3.1852 -4.0502 -1.6054
H: -4.6080 -2.5314 -0.4021
H: -3.7619 -1.5252 -1.6046
H: -5.4535 0.1325 0.7919
H: -4.7401 0.3701 -0.8221
H: -4.2268 1.3942 0.5388
C: -5.7955 -0.7147 -6.2085
O: -4.4906 -1.1883 -6.0122
C: -3.4614 -0.2805 -6.0875
C: -2.1920 -0.7802 -5.8079
C: -1.0886 0.0414 -5.8610
C: -1.2100 1.3965 -6.2208
C: -2.4874 1.8731 -6.5121
C: -3.6049 1.0533 -6.4311
N: -0.0986 2.1826 -6.5330
N: 1.0129 2.1179 -5.9378
C: 1.2091 1.5942 -4.6883
C: 2.4942 1.0821 -4.4472
C: 2.8118 0.3994 -3.3014
C: 1.8811 0.2170 -2.2358
O: 2.1664 -0.3982 -1.1904
C: 0.5728 0.8558 -2.4160
N: -0.2734 0.7919 -1.3740
C: -1.4055 1.4500 -1.4176
C: -1.7342 2.2994 -2.4818
C: -0.9016 2.3551 -3.5675
C: 0.2630 1.5623 -3.5990
H: -6.4506 -1.5736 -6.0698
H: -5.9389 -0.3169 -7.2201
H: -6.0674 0.0567 -5.4802
H: -2.0940 -1.8209 -5.5277
H: -0.1102 -0.3639 -5.6391
H: -2.6009 2.9140 -6.7884
H: -4.5816 1.4761 -6.6296
H: 3.2196 1.1698 -5.2487
H: 3.8017 -0.0237 -3.1768
H: -2.0625 1.3524 -0.5650
H: -2.6166 2.9218 -2.4212
H: -1.1048 3.0349 -4.3841
O: -1.1630 -2.2791 1.4954
O: -1.4172 -2.3059 2.7840
C: 1.1499 2.0570 4.4186
N: 2.1151 2.7361 3.5537
C: 1.5823 4.0192 3.1199
C: 2.4233 1.9277 2.3615
C: 2.8675 0.5376 2.7410
C: 4.0684 0.3971 3.4384
C: 4.4677 -0.8353 3.9251
C: 3.6264 -1.9291 3.7723
C: 2.4451 -1.8006 3.0568
C: 2.0731 -0.5849 2.4876
H: 0.8405 2.7489 5.2060
H: 1.6209 1.1889 4.8805
H: 0.2615 1.7191 3.8716
H: 1.3419 4.6305 3.9928
H: 0.6760 3.9131 2.5050
H: 2.3430 4.5365 2.5294
H: 3.2158 2.4486 1.8119
H: 1.5422 1.8625 1.7093
H: 4.6806 1.2782 3.6007
H: 5.4166 -0.9381 4.4418
H: 3.8943 -2.8886 4.2026
H: 1.8027 -2.6625 2.9380
C: 5.6562 -3.2617 -1.1129
C: 5.2012 -1.9386 -0.5144
N: 3.9552 -2.0910 0.2119
C: 3.2098 -3.2407 0.2223
N: 1.9503 -3.1813 0.4583
C: 1.2700 -4.4479 0.5811
C: 1.7442 -5.3935 -0.5200
C: 3.2339 -5.6435 -0.3239
N: 3.9161 -4.4353 0.1016
C: 5.3467 -4.3476 -0.0872
H: 6.7201 -3.2315 -1.3579
H: 5.0995 -3.4758 -2.0297
H: 5.0853 -1.1890 -1.3029
H: 5.9625 -1.5693 0.1852
H: 3.3380 -1.2918 0.1361
H: 0.2003 -4.2572 0.5057
H: 1.4690 -4.9058 1.5639
H: 1.5708 -4.8908 -1.4749
H: 1.2075 -6.3455 -0.5117
H: 3.6777 -6.0180 -1.2585
H: 3.3863 -6.4213 0.4379
H: 5.7318 -5.3196 -0.4032
H: 5.8239 -4.0907 0.8675
C: -1.6128 2.7271 6.9998
C: -1.8746 3.8782 6.0638
C: -1.8046 5.1851 6.5170
C: -2.0802 6.2383 5.6610
Cl: -2.0318 7.8740 6.2746
C: -2.3980 6.0094 4.3374
C: -2.4634 4.7078 3.8649
C: -2.2185 3.6328 4.7199
O: -2.3130 2.3416 4.3608
C: -2.8000 1.9951 3.0640
C: -1.8410 2.3596 1.8665
O: -2.2120 3.3046 1.1451
O: -0.8110 1.6570 1.7884
H: -2.3929 2.6720 7.7624
H: -0.6525 2.8476 7.5031
H: -1.6024 1.7955 6.4417
H: -1.5364 5.3796 7.5478
H: -2.5919 6.8376 3.6696
H: -2.6788 4.5279 2.8183
H: -3.7771 2.4603 2.8917
H: -2.8980 0.9090 3.0896

Atoms 1-2, force components in eV/Å:
0.1 -0.2 0.2
0.1 0.2 0.4

Calculated values
- multiplicity = 2
- net charge = -2
- E_HOMO (alpha / beta) (hartree) = -0.0809 / -0.0676
- <S²> = 0.76
- LUMO energy (alpha / beta) (eV) = 3.7 / 3.7
- frontier orbital gap (alpha / beta) (eV) = 5.87 / 5.51



(4)
C45H55ClN4O2S4Si2Ti as an isolated structure. Source: the OMol25 dataset; level of theory: the ωB97M-V functional and the def2-TZVPD basis.

Atoms and positions in Å:
Ti: -0.4308 -0.0047 0.2574
O: 5.8401 3.3409 -0.5212
C: 4.6715 3.0162 -0.4663
S: 3.4724 3.7767 0.5702
C: 2.0676 2.8288 0.0825
C: 2.2998 1.8849 -0.8521
S: 1.1410 0.7868 -1.5894
S: 3.9532 1.7409 -1.4396
S: 0.5486 3.1913 0.8449
C: -2.1748 -3.1943 2.7228
Si: -3.1039 -2.6049 1.1915
C: -4.5236 -1.4726 1.7819
C: -4.1268 -4.1389 0.7067
C: -1.9534 -1.8583 -0.0480
C: -0.6613 -2.6322 -0.0210
C: -0.4899 -3.9994 -0.1128
C: 0.7947 -4.5589 -0.1460
C: 1.8833 -3.6891 -0.1182
C: 1.6719 -2.3340 -0.0203
N: 0.4250 -1.7992 0.0784
Si: -2.4605 -1.7600 -1.8345
C: -0.9793 -1.9258 -2.9831
C: -3.6394 -3.1363 -2.4203
C: -3.4077 -0.2178 -2.3892
H: -2.7891 -3.1099 3.6221
H: -1.2668 -2.6144 2.8787
H: -1.8887 -4.2416 2.6097
H: -4.2122 -0.7039 2.4911
H: -5.2502 -2.1018 2.3023
H: -5.0471 -0.9914 0.9513
H: -4.5513 -4.5549 1.6252
H: -3.5375 -4.9213 0.2324
H: -4.9526 -3.8968 0.0404
H: -1.3646 -4.6296 -0.1946
H: 0.9339 -5.6299 -0.2198
H: 2.8989 -4.0602 -0.1738
H: 2.4858 -1.6190 -0.0028
H: -0.5939 -2.9467 -2.9556
H: -0.1505 -1.2611 -2.7324
H: -1.2898 -1.7015 -4.0074
H: -3.2926 -4.1305 -2.1424
H: -3.7043 -3.0923 -3.5110
H: -4.6480 -3.0090 -2.0270
H: -2.7559 0.6455 -2.5257
H: -4.2101 0.0689 -1.7050
H: -3.8659 -0.4454 -3.3556
C: -5.7440 6.2830 2.0944
C: -5.0016 5.2586 1.2229
C: -5.3525 5.5649 -0.2384
C: -3.5072 5.4969 1.4455
C: -5.4819 3.8169 1.5917
O: -6.9295 3.8347 1.5261
C: -5.1671 3.3226 3.0308
C: -3.8149 2.7245 3.4749
C: -2.7655 3.6458 4.0441
C: -3.0572 4.5097 5.0958
C: -2.0897 5.3569 5.6123
C: -0.8160 5.3279 5.0685
Cl: 0.3997 6.4084 5.7151
C: -0.4908 4.4677 4.0357
C: -1.4712 3.6251 3.5353
C: -5.2343 2.7257 0.5142
N: -3.8853 2.4007 0.1074
C: -3.1253 1.3691 0.4938
N: -1.9438 1.4285 -0.0859
C: -2.0376 2.5313 -0.8869
N: -3.2003 3.1326 -0.8169
H: -5.3438 7.2742 1.8788
H: -5.5986 6.1115 3.1616
H: -6.8143 6.3103 1.8765
H: -5.2069 6.6316 -0.4189
H: -6.3958 5.3259 -0.4503
H: -4.7101 5.0222 -0.9287
H: -3.2374 6.4605 1.0073
H: -2.8706 4.7528 0.9816
H: -3.2682 5.5484 2.5023
H: -7.2461 4.2999 2.3073
H: -5.9162 2.5380 3.1827
H: -5.4397 4.1229 3.7251
H: -3.3516 2.1549 2.6793
H: -4.0513 1.9900 4.2509
H: -4.0522 4.5268 5.5256
H: -2.3142 6.0293 6.4289
H: 0.5001 4.4507 3.6032
H: -1.2067 2.9552 2.7251
H: -5.7821 3.0154 -0.3814
H: -5.6818 1.8016 0.8871
H: -3.4646 0.5821 1.1374
H: -1.2153 2.8601 -1.4996
C: -1.5391 -0.0102 7.4950
C: -2.6006 -0.2828 6.6433
C: -2.4112 -0.2591 5.2716
C: -1.1689 0.0326 4.6948
C: -0.1088 0.2988 5.5715
C: -0.2969 0.2784 6.9444
C: -1.0834 0.0573 3.2192
C: -0.0341 0.0417 2.3748
C: 1.3426 -0.1251 2.8794
C: 2.2382 0.9340 3.0479
C: 3.5273 0.7031 3.5037
C: 3.9587 -0.5852 3.7963
C: 3.0838 -1.6482 3.6092
C: 1.7960 -1.4219 3.1491
H: -1.6767 -0.0204 8.5699
H: -3.5795 -0.5171 7.0470
H: -3.2419 -0.4914 4.6147
H: 0.8679 0.5386 5.1784
H: 0.5437 0.4978 7.5919
H: -2.0851 0.0302 2.7802
H: 1.9133 1.9367 2.7979
H: 4.2049 1.5417 3.6153
H: 4.9718 -0.7599 4.1401
H: 3.4064 -2.6639 3.8118
H: 1.1224 -2.2572 2.9867

Atoms 1-2, force components in eV/Å:
0.4 0.4 0.1
0.1 0.0 0.0

Calculated values
- multiplicity = 3
- net charge = -2
- E_HOMO (alpha / beta) (hartree) = -0.0015 / -0.0451
- <S²> = 2.03
- LUMO energy (alpha / beta) (eV) = 3.6 / 3.6
- frontier orbital gap (alpha / beta) (eV) = 3.61 / 4.80



Which relative energy (zero: lowest compared OMol25 entry of this formula, charge and spin) belongs to each record? In order, 1.350; 0.379; 0.000; 1.247 eV.
Which electronic energy belongs to each record? In order, -145406.2833; -157132.2110; -219706.2267; -152351.8424 eV.